32
Properties=species:S:1:pos:R:3:forces:R:3 method="wB97M-V/def2-TZVPD" gap_ha=0.305 relative_energy_ev=2.6550 spin_multiplicity=1 e_lumo_ev=-0.04
C -2.77598 -0.03048 0.44023 -1.918 0.778 -0.639
C -3.28527 1.11802 0.93838 -1.179 0.390 -0.078
C -0.63232 -1.29386 0.69358 0.092 -3.006 -0.228
C -1.34679 -0.27438 0.28329 -1.707 0.270 1.414
C 2.87557 -2.24227 -0.40500 0.807 2.239 -0.940
C 1.64986 -2.30923 0.38939 -1.406 1.129 0.826
C 0.77637 -1.28418 0.29806 0.020 -1.020 -2.431
H -3.51506 -0.70444 -0.09243 0.960 0.686 0.716
H -2.91033 1.95201 1.55809 1.084 -0.929 -0.564
H -4.33554 1.40923 0.76866 0.172 -0.982 0.050
H -1.10199 -2.33831 0.96402 0.843 2.346 0.029
H -0.87749 0.60405 -0.04639 1.005 0.801 -0.410
H 2.90500 -1.31733 -1.12804 -0.158 -1.611 1.521
H 3.73028 -2.17884 0.25058 0.561 0.081 0.131
H 3.01674 -3.08512 -1.01374 0.185 -1.379 -0.859
H 1.48025 -3.14569 1.10526 0.175 0.640 -0.629
H 0.91897 -0.59859 -0.62745 0.286 -0.710 2.125
H -1.09150 1.91019 -2.58517 2.412 0.123 0.110
H 0.18126 1.30210 -3.26925 -0.248 0.644 0.665
O -0.06862 1.93933 -2.55962 -2.527 -0.800 -1.243
H 0.52153 1.79895 -1.01124 0.005 -0.337 0.194
H 1.49700 2.63257 -0.33243 1.371 2.000 0.012
O 1.03851 1.84366 -0.18182 -0.769 -1.291 -0.298
H -1.04198 1.55812 3.13782 3.108 0.868 -3.762
H -1.68688 0.43962 3.85391 0.013 0.772 0.017
O -1.55427 1.40644 3.85133 -3.367 -1.693 4.068
H 1.22480 0.99713 2.74576 2.439 -3.041 2.255
H 0.93445 1.63454 1.54025 0.062 0.436 -2.616
O 0.66703 1.62234 2.42781 -2.378 2.584 0.466
H 0.99006 -0.80765 -3.24036 0.059 -0.716 -1.128
H 1.16274 -1.22941 -4.74964 2.158 0.630 -2.366
O 0.65361 -1.32854 -4.00383 -2.160 0.099 3.595

***

60
Properties=species:S:1:pos:R:3:forces:R:3 method="wB97M-V/def2-TZVPD" gap_ha=0.273 relative_energy_ev=4.1419 spin_multiplicity=1 e_lumo_ev=-1.40
Hg 22.95923 1.90967 -7.92504 1.200 0.319 0.750
N 18.73034 2.82127 -8.69172 -1.256 -0.679 -1.015
H 18.69013 2.92368 -9.69570 0.024 0.522 -0.474
H 17.90776 3.23059 -8.27227 -0.277 0.095 0.313
H 19.57976 3.24458 -8.34618 1.717 0.578 0.858
H 18.74949 1.81828 -8.57450 0.098 -0.366 0.756
B 22.23667 0.15113 -6.61094 -0.503 0.330 -0.221
H 22.25186 -0.12223 -7.65463 0.301 -1.937 -4.257
H 21.44875 0.88482 -6.53935 -3.635 2.517 0.708
H 21.99699 -0.68356 -5.97057 -0.462 -3.028 2.033
H 23.11826 0.65988 -6.25286 3.968 1.573 1.798
B 21.49747 3.84305 -7.45636 0.390 0.575 -0.313
H 21.15205 3.15498 -8.21232 -1.832 -2.471 -3.360
H 22.26956 4.45372 -7.89817 2.533 2.294 -1.565
H 20.69879 4.47194 -7.09462 -3.018 1.923 0.996
H 21.92172 3.24265 -6.66657 1.235 -1.823 3.577
C 25.69305 4.95099 -5.34317 0.684 -1.882 -1.294
F 24.88324 4.44226 -4.39181 0.740 1.007 -0.241
F 25.05350 5.87542 -6.05767 -0.081 -0.067 0.436
F 26.81763 5.50663 -4.84092 -1.207 -0.636 -0.037
S 26.08818 3.40744 -6.53461 2.314 -1.589 -1.798
O 26.87586 2.39315 -5.82693 -0.833 1.944 0.159
O 24.75986 2.87644 -6.86367 -0.738 0.651 0.578
O 26.75834 3.88584 -7.77375 -1.031 0.446 1.884
C 21.84084 0.03738 -11.77041 0.362 -0.962 -0.928
C 21.81061 1.30214 -11.01732 0.210 0.538 -1.397
C 20.84266 2.29188 -11.53513 -1.488 2.176 -0.585
O 21.54837 1.10061 -9.68707 -0.345 -0.192 1.739
H 20.88098 -0.47085 -11.86247 -0.185 0.021 0.271
H 22.56914 -0.62345 -11.30032 -0.050 -0.183 -0.193
H 22.15267 0.26132 -12.79056 0.156 -0.195 -0.071
H 22.81189 1.72808 -11.08143 0.047 0.196 0.205
H 21.01277 2.69224 -12.53456 0.343 -0.222 -0.050
H 20.76937 3.16061 -10.88087 0.807 0.323 0.149
H 19.77830 2.05687 -11.53662 -0.188 -1.274 -0.189
H 20.80866 0.50264 -9.55723 0.121 -0.441 0.160
C 21.51728 6.96144 -4.20840 -0.435 -1.507 1.023
C 20.94463 5.57489 -3.78405 -1.346 -0.825 -1.596
C 19.99801 5.54337 -2.62194 1.673 1.108 1.190
O 20.12577 5.04279 -4.88687 0.869 0.649 0.581
H 22.25229 6.81377 -4.99964 -0.112 0.176 -0.078
H 22.01014 7.39827 -3.33987 0.061 0.261 -0.090
H 20.66700 7.56563 -4.52475 0.204 0.143 -0.091
H 21.69795 4.81325 -3.58277 0.526 0.259 -0.164
H 20.68456 5.63323 -1.78011 -0.114 0.196 0.580
H 19.52174 4.57967 -2.44155 -0.464 0.359 -0.585
H 19.43094 6.47414 -2.60818 -0.799 -0.495 0.018
H 20.76236 4.94589 -5.59889 -0.203 -0.241 -0.328
C 23.96465 5.73843 -9.69432 -1.698 -0.502 -1.396
C 23.52584 4.37973 -10.40930 0.071 1.833 2.464
C 23.67099 4.40101 -11.90635 0.048 0.154 -0.294
O 24.14760 3.37869 -9.63247 -0.121 -1.637 -0.639
H 25.04008 5.79915 -9.52740 -0.139 -0.053 0.099
H 23.34290 5.87354 -8.80930 0.680 -0.391 0.385
H 23.59658 6.55428 -10.31642 0.465 0.274 -0.341
H 22.47551 4.23725 -10.15510 -0.034 0.111 -0.048
H 22.65068 4.48869 -12.27970 0.148 0.269 -0.434
H 24.10608 3.53158 -12.39919 0.158 -0.124 0.330
H 24.24532 5.29162 -12.16141 -0.022 -0.156 -0.427
H 25.10337 3.43042 -9.70622 0.462 0.057 0.459

***

12
Properties=species:S:1:pos:R:3:forces:R:3 method="wB97M-V/def2-TZVPD" gap_ha=0.304 relative_energy_ev=3.1839 spin_multiplicity=1 e_lumo_ev=-0.47
C -0.00295 -2.06300 -0.18248 0.387 -0.795 0.506
C 0.18438 1.00114 1.19706 1.079 0.926 0.348
H 0.60892 -1.79794 -3.22193 0.009 -0.050 0.280
H -0.66212 -1.06555 -2.44406 0.332 -0.207 0.334
H 0.21470 -2.82054 0.61190 -0.154 0.778 -0.673
H -1.52572 -1.57195 0.95004 -0.146 0.796 -0.155
H 0.33613 0.21388 1.95776 0.084 0.342 -0.298
N 0.31706 -1.35658 -2.35769 0.079 -0.539 0.724
N 0.58809 -2.26131 -1.28311 -0.600 1.247 -1.110
N -1.00149 -1.12512 0.19846 -0.223 -2.322 0.404
S -1.01224 0.50081 0.03991 0.371 1.312 -0.283
S 1.05061 2.41258 1.21979 -1.218 -1.490 -0.078

***

104
Properties=species:S:1:pos:R:3:forces:R:3 method="wB97M-V/def2-TZVPD" gap_ha=0.180 spin_multiplicity=1 e_lumo_ev=-0.56
C -6.07337 3.80227 2.63313 0.598 -0.047 -1.080
C -5.48981 2.49321 1.81440 -0.465 0.987 0.670
C -4.04613 2.05190 2.46597 -1.610 0.428 -0.742
Cl -4.37840 1.56451 4.24145 0.475 0.736 -1.446
C -3.38654 0.74887 1.75792 -0.022 -0.645 -0.638
C -3.87094 0.62596 0.19118 -0.648 3.332 -5.264
N -4.19424 0.88743 -0.98001 2.094 -2.222 8.095
N -3.93775 -0.51925 2.42590 -5.443 -1.078 -4.155
C -5.10459 -0.85606 1.84682 -3.569 1.799 3.442
O -6.38161 -0.96536 1.70421 8.914 0.100 0.518
C -1.75868 0.67659 1.85272 0.905 0.095 0.249
C -1.15384 1.53987 3.10894 -0.477 1.931 5.359
N -0.92522 2.12883 4.17988 -1.270 -3.921 -7.717
C -1.17350 -0.83642 1.83667 0.264 -0.832 0.136
C -0.78062 -1.43363 3.28589 3.897 -0.641 -1.232
O 0.38501 -2.07003 3.37664 -3.927 10.873 -2.430
Br -1.88003 -1.36181 4.93567 1.009 0.089 -1.543
B -1.17950 1.45513 0.49351 0.493 1.115 -1.624
C -0.90585 3.09338 0.46763 -3.253 -5.775 0.605
O -0.83326 0.75107 -0.75068 0.805 0.374 3.122
H -6.94778 4.28001 2.01639 1.606 -1.027 1.230
H -6.43035 3.53832 3.69618 0.750 0.524 -1.766
H -5.19290 4.57443 2.61612 -1.761 -1.244 0.431
H -6.28418 1.65358 1.90606 1.586 1.251 -0.387
H -5.37347 2.87229 0.71079 0.021 -1.137 2.050
H -3.39342 3.00174 2.44877 -0.645 -1.892 0.161
H -0.17527 -0.79434 1.22229 -1.808 -0.222 1.409
H -1.85273 -1.58259 1.23699 0.911 1.690 1.091
H 0.04576 3.31472 1.10926 -2.448 -1.478 -0.260
H -1.85229 3.59408 0.90508 1.773 -0.189 -0.718
H -0.66628 3.39233 -0.61662 -2.020 -2.029 2.000
H 0.14053 0.53983 -0.63321 -1.204 0.093 -0.644
C 1.13508 -5.81042 5.17577 0.036 1.000 -0.311
C 0.67876 -4.51823 4.54576 -0.871 3.718 -1.612
N 0.31293 -3.47602 4.04205 0.189 -14.067 5.020
H 1.08974 -6.61756 4.44149 -0.081 0.185 0.005
H 2.16315 -5.70913 5.53147 -0.112 0.012 -0.032
H 0.48905 -6.06011 6.02003 0.005 0.144 -0.154
C 2.44338 6.22759 0.11554 -0.678 -0.654 0.079
C 1.26646 5.29073 0.05953 -3.060 -2.533 -0.210
N 0.32030 4.53026 0.00770 9.657 11.556 -1.514
H 2.46543 6.84961 -0.78175 -0.079 -0.199 0.038
H 2.36632 6.87283 0.99362 -0.119 -0.199 -0.016
H 3.37191 5.65538 0.17454 -0.154 0.012 -0.046
C -1.09393 -5.31159 1.31435 -0.157 -1.023 0.254
C -1.36155 -6.73095 1.74609 -0.853 -4.370 1.358
N -1.57500 -7.86670 2.09129 1.139 5.751 -1.733
H -2.03103 -4.75219 1.27376 0.080 -0.140 0.037
H -0.42043 -4.82764 2.02490 -0.112 -0.089 -0.054
H -0.63193 -5.30549 0.32469 -0.073 -0.013 0.120
C 0.78739 -6.74793 -2.59951 -0.064 1.003 0.297
C 0.71136 -5.30669 -2.16344 -0.224 5.052 1.445
N 0.65330 -4.14539 -1.81797 0.294 -6.479 -1.836
H 1.64478 -6.89156 -3.26040 -0.096 0.112 0.099
H 0.89787 -7.39513 -1.72670 -0.023 0.144 -0.063
H -0.12431 -7.02320 -3.13391 0.091 0.120 0.087
C 3.43962 -0.34922 2.11228 -0.493 0.065 -1.063
C 2.94015 -0.19083 0.69926 -1.606 0.518 -4.238
N 2.54024 -0.06537 -0.43195 1.876 -0.553 5.654
H 2.60013 -0.54181 2.78452 -0.026 0.014 -0.178
H 4.13945 -1.18579 2.16734 -0.252 0.254 -0.096
H 3.94916 0.56240 2.43123 -0.037 -0.119 -0.140
C 3.94880 1.52503 -3.66326 -0.027 1.032 0.331
C 3.89856 2.97473 -3.24297 -0.215 4.587 1.340
N 3.85755 4.13488 -2.90890 0.288 -6.038 -1.707
H 4.80604 1.36135 -4.31994 -0.096 0.082 0.072
H 4.04605 0.88375 -2.78437 -0.060 0.160 -0.041
H 3.03457 1.25877 -4.19798 0.079 0.137 0.100
C -2.63608 0.68662 -3.93894 0.454 -0.392 -1.378
C -2.19087 1.08565 -5.32458 1.144 0.647 -2.833
N -1.82598 1.41111 -6.45220 -6.225 5.284 9.392
H -2.75551 -0.39883 -3.88232 0.001 0.022 0.252
H -1.89127 1.00107 -3.20418 -0.038 -0.019 -0.126
H -3.59049 1.16211 -3.70378 0.175 -0.002 -0.061
C -0.75824 -0.18478 -10.22634 -0.553 0.671 0.787
C -0.98562 0.32092 -8.82287 -0.967 1.594 3.325
N -1.17572 0.72897 -7.68962 6.112 -7.943 -9.578
H -0.15336 -1.09338 -10.19975 -0.079 0.145 0.139
H -1.71633 -0.40816 -10.70211 0.092 0.040 0.006
H -0.23681 0.57326 -10.81520 -0.082 -0.049 0.096
C -6.80440 -2.79124 -0.67179 0.111 -0.259 -1.167
C -6.72230 -3.12420 -2.14015 0.249 -1.076 -4.605
N -6.65667 -3.39039 -3.31420 -0.333 1.346 6.003
H -6.52416 -3.66304 -0.07666 -0.036 0.064 -0.141
H -6.12667 -1.96847 -0.43887 -0.161 -0.147 -0.221
H -7.82362 -2.49670 -0.41354 0.149 -0.016 -0.088
C 7.77562 -2.51709 1.21113 -0.639 0.408 0.710
C 6.83105 -1.94688 2.23838 -2.881 1.751 3.204
N 6.07501 -1.49080 3.05995 4.130 -2.434 -4.108
H 7.24617 -3.22826 0.57362 -0.008 0.135 0.117
H 8.17875 -1.71393 0.59051 -0.130 -0.055 0.102
H 8.60057 -3.03075 1.70934 -0.156 0.094 0.029
C 0.51960 5.31503 6.05104 0.302 0.367 -0.911
C 1.03340 5.85307 4.74019 1.594 1.649 -4.099
N 1.44469 6.28286 3.69188 -2.067 -2.179 5.309
H 1.32342 4.80148 6.58265 -0.058 0.079 -0.153
H 0.14991 6.13525 6.67018 0.090 -0.036 -0.155
H -0.29476 4.61002 5.86963 0.144 0.054 -0.109
C 8.09554 2.15572 -3.73661 -0.210 -0.992 0.287
C 7.80911 0.74105 -3.30067 -0.886 -4.405 1.367
N 7.57955 -0.39017 -2.95201 1.163 5.772 -1.745
H 7.16524 2.72626 -3.78290 0.075 -0.112 0.054
H 8.77173 2.63419 -3.02501 -0.106 -0.135 -0.048
H 8.56142 2.15323 -4.72431 -0.067 -0.093 0.134